Record 1
Below is C23H13Cl7IN2O4PSe2Ti as an isolated structure, with properties calculated with ωB97M-V/def2-TZVPD.

HOMO-LUMO gap   5.26 eV
Strongest force on any atom   0.0279 hartree/bohr
Total energy   -294093.9545 eV
Net charge   -2

XYZ file:
```
54
Properties=species:S:1:pos:R:3:forces:R:3:lowdin_charge:R:1
Ti 0.19502 -1.12456 -1.09031 -0.091 0.081 1.161 0.563
Cl 2.54026 -7.33449 0.42215 -0.001 -0.013 0.005 0.596
C 2.38177 -5.60952 0.30138 -0.014 -0.003 0.004 -0.722
C 3.45126 -4.78512 0.60045 -0.025 0.012 -0.010 -0.720
Cl 4.96858 -5.46874 1.09454 0.009 0.004 0.009 0.601
C 3.31346 -3.39314 0.49911 0.033 0.089 0.133 -0.610
Cl 4.63713 -2.33487 0.85165 -0.004 0.014 -0.008 0.668
C 2.10838 -2.82221 0.10781 -0.053 -0.025 -0.111 -0.383
O 1.88257 -1.54558 -0.04910 0.056 0.002 -0.447 -0.217
C 1.01341 -3.67430 -0.21408 0.004 0.042 0.003 -0.378
O -0.07276 -3.06259 -0.62757 0.290 0.169 -0.439 -0.248
C 1.16336 -5.04869 -0.10881 -0.073 0.013 0.057 -0.612
Cl -0.19179 -6.05264 -0.51175 -0.025 -0.010 -0.012 0.655
Se -2.00887 -0.85876 -1.60998 -0.191 0.148 -0.254 0.213
P 0.15141 1.29047 0.18450 0.484 0.169 -0.055 0.540
Se 2.05054 1.70456 1.17734 -0.056 -0.068 -0.028 0.185
C -0.09741 2.63335 -1.06791 -0.087 0.023 -0.046 -0.389
C -1.33597 2.80588 -1.68700 0.073 -0.047 -0.023 -0.112
C -1.50909 3.76713 -2.67224 -0.043 0.019 0.004 -0.103
C -0.44540 4.56996 -3.06256 -0.017 0.016 0.024 -0.124
C 0.78969 4.40397 -2.45337 0.002 0.010 0.024 -0.104
C 0.96042 3.44585 -1.46268 0.011 -0.040 -0.008 -0.133
C -1.18332 1.77780 1.39258 0.009 -0.016 -0.019 -0.381
C -2.53862 1.59733 1.11802 0.033 -0.058 0.031 -0.127
C -3.50913 1.96502 2.04193 -0.039 -0.027 -0.048 -0.103
C -3.14594 2.52006 3.26009 0.014 0.010 -0.005 -0.120
C -1.80038 2.71057 3.53986 -0.020 0.000 0.010 -0.104
C -0.83180 2.34527 2.61534 -0.031 -0.091 0.062 -0.140
H -2.16384 2.16469 -1.41561 0.039 0.050 -0.111 0.047
H -2.48010 3.88375 -3.14052 0.005 -0.010 -0.010 0.091
H -0.57989 5.32029 -3.83385 -0.001 -0.012 -0.012 0.084
H 1.62821 5.02520 -2.74833 0.007 -0.014 -0.006 0.090
H 1.91909 3.30773 -0.97686 -0.002 0.010 -0.025 0.028
H -2.83816 1.14781 0.18155 -0.034 -0.137 0.025 0.022
H -4.55532 1.80421 1.80519 0.004 0.003 0.006 0.092
H -3.90271 2.79434 3.98663 -0.003 -0.001 -0.006 0.086
H -1.49782 3.13692 4.48986 0.002 -0.001 0.000 0.091
H 0.22198 2.47262 2.83629 -0.021 0.024 -0.019 0.007
Cl 2.88421 -1.58643 -5.23731 -0.090 0.076 -0.328 0.597
C 2.14986 -0.13417 -4.54098 0.150 -0.544 1.318 -1.515
Cl 3.42270 1.04412 -4.20227 -0.092 0.165 -0.288 0.609
Cl 0.86970 0.52383 -5.54473 0.024 0.095 -0.248 0.625
C 1.47915 -0.53371 -3.16119 0.135 0.281 -0.742 -0.822
O 0.99392 -1.67710 -3.04543 -0.071 -0.066 0.373 -0.082
O 1.40309 0.34145 -2.28746 -0.263 -0.243 0.223 -0.109
I -1.20833 -1.32527 5.64323 0.004 0.001 -0.055 0.775
C -1.20248 -1.44071 3.58201 0.003 -0.006 0.091 -0.768
C -2.24857 -1.84587 2.78168 0.052 0.007 0.000 -0.156
N -1.80573 -1.73567 1.52228 -0.047 0.078 0.129 -0.010
N -0.56249 -1.26619 1.45686 -0.066 -0.264 -0.232 -0.022
C -0.16133 -1.09436 2.70404 0.030 0.104 -0.027 -0.191
H -3.24101 -2.18475 3.02132 -0.006 -0.011 -0.002 0.109
H -2.28060 -1.87305 0.63166 -0.024 -0.001 -0.066 0.032
H 0.81974 -0.69166 2.90255 0.019 -0.007 -0.006 0.096
```
Positions in Å, forces in eV/Å.

=====

Record 2
Below is C23H13ClN3O7Zn as an isolated structure, with properties calculated with ωB97M-V/def2-TZVPD.

HOMO-LUMO gap   6.77 eV
Strongest force on any atom   0.0707 hartree/bohr
Total energy   -103804.3351 eV
Net charge   -1

XYZ file:
```
48
Properties=species:S:1:pos:R:3:forces:R:3:lowdin_charge:R:1
Zn -0.19417 -1.90889 0.48214 0.426 -0.452 -0.531 0.821
Cl -6.85920 0.32291 2.08102 -0.503 0.492 -0.289 0.653
C -5.44962 -0.46192 1.48605 0.919 -0.841 0.181 -0.712
C -5.37103 -1.84770 1.63706 0.086 -0.522 0.197 -0.116
C -4.16980 -2.53707 1.52596 -1.685 -0.310 0.630 -0.007
C -2.94283 -1.88944 1.28184 0.062 0.478 -0.730 -0.348
O -1.84968 -2.56860 1.16636 -0.065 -0.433 0.334 -0.119
C -3.03497 -0.47237 1.07399 -0.734 1.028 -0.348 -0.103
C -1.90894 0.41867 0.88547 -0.160 -0.125 -0.340 -0.033
N -0.69060 -0.00898 0.85801 0.291 0.396 0.540 0.035
C 0.44035 0.81980 1.01115 -0.084 0.780 -0.309 -0.175
C 0.41290 2.19607 1.13410 -0.048 -1.099 0.310 -0.017
C 1.57434 2.92602 1.33088 1.836 0.539 -0.681 -0.063
C 2.80683 2.29223 1.22781 0.278 0.401 0.434 -0.015
C 2.90065 0.88910 1.04292 -0.522 1.386 0.330 -0.172
C 4.12407 0.22413 0.89330 0.442 -1.054 0.175 -0.018
C 4.11797 -1.14595 0.74414 0.411 -0.244 0.997 -0.043
C 2.90490 -1.82370 0.72597 -0.801 1.725 0.339 -0.076
N 1.73777 -1.17092 0.83230 0.198 -1.811 0.235 0.049
C 1.70617 0.16354 0.99567 0.077 -0.053 -0.318 -0.178
C -4.30224 0.19421 1.13973 0.299 1.022 0.407 -0.050
H -6.29358 -2.38391 1.90432 0.553 0.135 -0.135 0.105
H -4.28499 -3.60427 1.74325 0.776 0.304 -0.348 0.117
H -2.11511 1.49650 0.73121 -0.044 -0.551 0.297 0.133
H -0.50564 2.71514 1.08654 -0.893 0.427 -0.039 0.101
H 1.54505 4.02940 1.39200 -0.090 -0.795 0.135 0.116
H 3.76807 2.83057 1.31143 -0.749 -0.093 -0.120 0.123
H 5.06565 0.72303 1.05663 -0.041 0.297 -0.211 0.123
H 5.02500 -1.75208 0.82702 -0.216 0.437 -0.481 0.121
H 2.88758 -2.88485 0.67368 -0.270 -0.717 -0.217 0.118
H -4.37878 1.30167 1.04939 0.446 -0.921 -0.060 0.130
O -1.94436 2.63957 -1.85658 0.133 -1.863 -1.083 -0.090
C -1.76481 1.49535 -2.42208 -0.875 0.696 1.537 -0.648
O -2.52584 0.74292 -3.05495 0.084 0.671 0.124 -0.016
C -0.37952 0.89193 -2.16483 -1.521 0.433 -1.017 -0.150
C 0.63496 1.75487 -2.10432 3.039 1.933 0.504 0.010
C 1.97253 1.31947 -2.00594 -0.718 0.736 -0.941 0.006
N 2.15810 0.02088 -1.95326 0.132 -0.854 -0.396 0.013
C 1.13877 -0.91920 -2.06239 1.535 -0.435 0.970 -0.048
C -0.12889 -0.46032 -2.19533 -0.873 -0.207 -0.275 0.025
C 1.31725 -2.46578 -1.87924 1.325 1.093 -2.245 -0.630
O 2.10393 -3.04807 -2.61367 -0.153 0.175 0.608 0.064
O 0.48012 -2.95377 -1.08481 -1.058 -0.708 1.529 -0.068
H 0.44856 2.82573 -2.10095 -0.129 -0.226 -0.085 0.129
H 2.94843 1.86398 -2.10622 -1.122 -0.340 0.560 0.143
H -0.98992 -1.11631 -2.35267 0.452 -0.022 0.160 0.151
O 3.50632 -0.38853 -1.83266 0.102 -0.321 -0.103 -0.135
O 4.35826 0.71497 -1.54146 -0.547 -0.588 -0.230 -0.255
```
Positions in Å, forces in eV/Å.

=====

- Which of these has the highest HOMO-LUMO gap?
  C23H13ClN3O7Zn